{"formula": "C2H4Si", "method": "wB97M-V/def2-TZVPD", "gap_ev": [8.64, 8.78], "e_lumo_ev": [-0.22, -0.06], "total_charge": 0, "species": ["C", "C", "Si", "H", "H", "H", "H"], "coordinates": [[-0.972, 0.717, 0.067], [1.178, 0.367, -0.068], [-0.216, -0.953, 0.032], [-0.911, 1.840, 0.092], [1.577, 1.428, -0.077], [0.043, -1.702, 1.152], [-0.699, -1.696, -1.199]], "forces_ev_per_angstrom": [[2.98, 0.29, 0.12], [-3.17, 0.30, 0.05], [0.72, 3.95, -2.64], [-0.32, -1.54, 0.06], [-0.65, -1.57, -0.11], [-0.02, -1.50, 1.82], [0.46, 0.08, 0.71]]}